Entry 1:
Computed, not measured: 3 unconnected molecules or ions with the total composition C15H44B3IN6O8P2S, with ωB97M-V/def2-TZVPD.

Geometry as ORCA input:
```
! RIJCOSX wB97M-V def2-TZVPD def2/J DEFGRID3
* xyz 0 1
O 0.578 5.013 -5.265
S -0.320 6.194 -5.709
O -0.540 6.056 -7.234
O 0.604 7.630 -5.381
C -1.924 6.375 -4.759
C -2.576 4.966 -4.221
C -1.741 4.303 -2.934
B -1.181 2.781 -3.325
O 0.217 2.404 -2.948
B 0.896 1.705 -4.069
O 0.179 0.987 -5.174
B -1.198 1.564 -5.326
I -2.058 2.140 -7.291
O -1.993 1.779 -4.079
H 1.427 7.537 -5.949
H -2.725 6.859 -5.500
H -1.782 7.103 -3.852
H -3.640 5.254 -3.762
H -2.799 4.177 -5.065
H -2.483 4.187 -2.006
H -0.896 5.036 -2.581
H 2.091 1.630 -4.126
C -0.181 0.807 1.009
N 0.610 2.018 1.122
C 0.630 2.777 -0.117
P 1.768 2.445 2.299
O 1.018 3.761 2.617
N 1.329 1.793 3.846
C 0.209 0.887 4.058
C 1.295 2.769 4.953
N 2.631 0.931 1.933
C 3.214 0.764 0.610
C 2.954 -0.166 2.829
H 0.420 -0.107 1.052
H -0.741 0.754 0.069
H -0.947 0.762 1.781
H 1.432 2.436 -0.778
H 0.789 3.843 0.078
H -0.316 2.710 -0.668
H -0.752 1.380 3.884
H 0.206 0.501 5.081
H 0.280 -0.005 3.434
H 0.365 3.358 4.946
H 2.143 3.456 4.900
H 1.362 2.266 5.928
H 2.484 0.352 -0.095
H 4.078 0.090 0.599
H 3.569 1.723 0.222
H 2.197 -0.956 2.764
H 3.056 0.145 3.874
H 3.920 -0.625 2.589
C 1.342 -5.385 1.244
N 0.642 -4.306 1.915
C 1.312 -3.895 3.137
P -0.959 -3.759 1.700
O -0.471 -2.315 1.429
N -1.441 -3.932 0.041
C -0.633 -4.591 -0.975
C -1.989 -2.713 -0.584
N -1.520 -5.419 2.010
C -1.299 -5.994 3.329
C -2.300 -6.288 1.145
H 0.793 -6.332 1.262
H 2.320 -5.596 1.690
H 1.567 -5.127 0.211
H 0.987 -4.499 3.990
H 1.097 -2.846 3.370
H 2.405 -3.969 3.065
H 0.280 -4.031 -1.197
H -1.193 -4.701 -1.908
H -0.375 -5.613 -0.694
H -1.190 -2.021 -0.896
H -2.659 -2.184 0.099
H -2.584 -2.956 -1.476
H -0.312 -6.467 3.394
H -2.034 -6.762 3.596
H -1.366 -5.224 4.101
H -1.645 -6.957 0.574
H -2.944 -5.741 0.450
H -2.992 -6.922 1.712
*
```

The SMILES is O=S(=O)(O)CCCB1OBOB(I)O1.CN(C)P(=O)(N(C)C)N(C)C.CN(C)P(=O)(N(C)C)N(C)C. The orbital gap comes out at 6.20 eV. Its HOMO energy is -7.3 eV. For the LUMO energy, the calculation gives -1.14 eV. The value obtained for the energy relative to the best compared isomer or geometry (same formula, charge and spin) is 878.5 kJ/mol.

=====

Entry 2:
Computed, not measured: a single C20H23N3O3 molecule, with ωB97M-V/def2-TZVPD.

Geometry as ORCA input:
```
! RIJCOSX wB97M-V def2-TZVPD def2/J DEFGRID3
* xyz 0 1
C 2.853 1.287 -0.408
C 2.896 -0.105 -0.982
C 3.913 -0.473 -1.854
C 3.939 -1.761 -2.353
N 3.043 -2.693 -2.041
C 2.068 -2.365 -1.196
C 1.082 -3.444 -0.849
C 1.958 -1.079 -0.654
C 0.839 -0.797 0.304
O 0.757 -1.330 1.398
N -0.098 0.080 -0.139
C -1.247 0.424 0.672
C -2.239 -0.739 0.819
C -2.842 -1.169 -0.514
C -3.734 -0.096 -1.072
C -3.877 0.089 -2.445
C -4.704 1.079 -2.948
C -5.394 1.906 -2.071
C -5.245 1.736 -0.706
C -4.421 0.738 -0.195
C -4.302 0.606 1.302
N -3.306 -0.369 1.733
C -3.258 -0.608 3.084
O -4.072 -0.121 3.838
C -2.141 -1.531 3.572
O -2.192 -1.615 4.976
H 2.549 1.278 0.638
H 3.836 1.750 -0.476
H 2.151 1.923 -0.949
H 4.681 0.237 -2.135
H 4.723 -2.068 -3.038
H 1.190 -3.741 0.194
H 0.052 -3.101 -0.978
H 1.258 -4.301 -1.493
H -0.010 0.456 -1.067
H -0.910 0.725 1.667
H -1.740 1.283 0.214
H -1.699 -1.584 1.236
H -2.052 -1.418 -1.225
H -3.415 -2.086 -0.344
H -3.332 -0.556 -3.125
H -4.807 1.209 -4.017
H -6.042 2.685 -2.451
H -5.777 2.388 -0.022
H -4.079 1.589 1.735
H -5.261 0.312 1.730
H -2.274 -2.511 3.100
H -1.170 -1.147 3.242
H -2.017 -2.521 5.238
*
```

The SMILES is Cc1ccnc(C)c1C(=O)NC[C@@H]1Cc2ccccc2CN1C(=O)CO. The orbital gap comes out at 9.48 eV. Its HOMO energy is -9.1 eV. For the LUMO energy, the calculation gives 0.43 eV. The value obtained for the energy relative to the best compared isomer or geometry (same formula, charge and spin) is 72.1 kJ/mol.

=====

Entry 3:
Computed, not measured: a molecular structure, C15H41CrFN2O14P3, with ωB97M-V/def2-TZVPD.

Geometry as ORCA input:
```
! RIJCOSX wB97M-V def2-TZVPD def2/J DEFGRID3
* xyz 1 5
Cr 10.263 15.476 -1.733
F 9.863 17.189 -0.817
C 12.041 11.713 -2.916
C 11.456 12.960 -3.549
O 10.782 13.754 -2.896
N 11.681 13.137 -4.860
C 11.231 14.256 -5.655
H 12.802 11.255 -3.548
H 11.212 11.011 -2.832
H 12.485 11.973 -1.961
H 12.181 12.416 -5.353
H 10.181 14.120 -5.931
H 11.799 14.363 -6.575
H 11.290 15.192 -5.098
C 7.761 14.748 1.260
C 7.778 14.232 -0.154
O 8.805 14.314 -0.836
N 6.698 13.583 -0.574
C 6.479 12.920 -1.849
H 7.956 15.819 1.311
H 8.548 14.242 1.813
H 6.783 14.602 1.720
H 5.939 13.539 0.086
H 5.555 12.356 -1.766
H 7.319 12.265 -2.075
H 6.388 13.654 -2.648
C 11.416 13.016 2.639
O 12.297 13.005 1.525
P 12.701 14.296 0.665
O 11.700 14.767 -0.316
O 14.091 13.915 0.055
C 14.909 12.827 0.532
O 13.016 15.370 1.783
C 12.303 16.636 1.836
H 11.215 14.028 2.991
H 11.876 12.462 3.455
H 10.492 12.525 2.341
H 14.737 11.978 -0.127
H 14.763 12.676 1.595
H 15.959 13.076 0.372
H 11.433 16.522 2.478
H 11.962 16.928 0.845
H 13.030 17.356 2.198
C 6.761 13.672 -5.764
O 7.713 14.083 -4.777
P 7.916 15.620 -4.432
O 9.018 15.895 -3.513
O 8.018 16.320 -5.844
C 8.411 17.701 -5.865
O 6.478 16.078 -3.879
C 6.380 16.730 -2.610
H 7.177 12.825 -6.303
H 6.598 14.459 -6.503
H 5.795 13.430 -5.328
H 7.999 18.280 -5.042
H 8.077 18.151 -6.799
H 9.500 17.741 -5.901
H 5.493 16.343 -2.111
H 6.207 17.801 -2.739
H 7.269 16.640 -1.985
C 12.159 19.312 -1.654
O 13.121 18.683 -2.517
P 13.195 17.105 -2.478
O 11.940 16.423 -2.825
O 14.411 16.848 -3.482
C 14.355 15.750 -4.378
O 13.794 16.706 -1.073
C 15.006 17.203 -0.548
H 12.151 18.915 -0.637
H 11.170 19.272 -2.100
H 12.474 20.349 -1.524
H 13.928 16.065 -5.335
H 13.738 14.914 -4.044
H 15.364 15.403 -4.590
H 14.942 17.671 0.435
H 15.443 17.951 -1.213
H 15.735 16.399 -0.442
*
```

The orbital gap (spin up / spin down) comes out at 7.03 / 10.77 eV. Its HOMO energy (spin up / spin down) is -8.6 / -12.4 eV. For the LUMO energy (spin up / spin down), the calculation gives -1.60 / -1.60 eV.

=====

Entry 4:
Computed, not measured: 3 unconnected molecules or ions with the total composition CH2FN2O2, with ωB97M-V/def2-TZVPD.

Geometry as ORCA input:
```
! RIJCOSX wB97M-V def2-TZVPD def2/J DEFGRID3
* xyz -1 3
C -2.002 0.039 0.181
N 0.231 0.096 -0.415
N 1.119 0.127 0.469
O -1.863 -0.037 1.317
O -2.607 0.345 -0.741
F 2.437 -1.313 0.409
H 0.691 0.090 -1.314
H 1.995 0.652 0.095
*
```

The orbital gap (spin up / spin down) comes out at 5.15 / 6.72 eV. Its HOMO energy (spin up / spin down) is -1.4 / -3.8 eV. For the LUMO energy (spin up / spin down), the calculation gives 3.72 / 2.97 eV. The value obtained for the energy relative to the best compared isomer or geometry (same formula, charge and spin) is 0.0 kJ/mol.

=====

Entry 5:
Computed, not measured: a molecular structure, C32H43LaN7O2SSb, with ωB97M-V/def2-TZVPD.

Geometry as ORCA input:
```
! RIJCOSX wB97M-V def2-TZVPD def2/J DEFGRID3
* xyz 2 1
La 0.825 0.081 -0.641
C -2.987 -1.276 5.305
C -2.760 -1.789 3.900
C -3.410 -0.826 2.945
C -3.257 -3.213 3.675
C -1.230 -1.777 3.701
C -0.439 -2.301 4.743
C 0.950 -2.240 4.762
C 1.530 -1.674 3.614
S 3.278 -1.421 3.320
C 2.851 -0.561 1.826
N 1.544 -0.583 1.583
C 0.804 -1.164 2.605
C -0.613 -1.178 2.614
C 3.885 -0.171 0.744
C 5.232 -0.074 1.057
C 6.140 0.274 0.009
C 5.742 0.593 -1.258
C 4.355 0.482 -1.539
C 3.418 0.149 -0.560
H -4.057 -1.358 5.402
H -2.799 -0.164 5.398
H -2.534 -1.856 6.058
H -4.502 -0.908 3.086
H -3.244 -1.059 1.894
H -3.177 0.185 3.181
H -4.243 -3.210 4.146
H -2.673 -3.979 4.162
H -3.527 -3.581 2.650
H -0.957 -2.747 5.595
H 1.456 -2.600 5.641
H -1.205 -0.673 1.917
H 5.528 -0.238 2.080
H 7.185 0.352 0.312
H 6.458 0.830 -2.022
H 3.954 0.753 -2.576
N 0.619 2.281 -2.239
C -0.693 2.420 -2.902
C -0.574 1.836 -4.297
C -1.841 1.403 -5.149
C -2.996 2.404 -5.444
N -3.665 2.826 -4.261
C -4.871 2.288 -3.908
N -5.160 2.023 -2.634
N -5.822 2.062 -4.828
C -1.653 1.705 -1.944
O -1.302 0.512 -1.583
O -2.687 2.302 -1.593
H 0.654 2.917 -1.451
H 1.231 2.508 -3.013
H -1.029 3.460 -2.811
H 0.014 0.929 -4.231
H -0.053 2.560 -4.939
H -2.229 0.535 -4.598
H -1.413 1.085 -6.116
H -3.648 1.963 -6.169
H -2.523 3.200 -5.934
H -3.103 3.040 -3.483
H -4.351 1.965 -1.987
H -6.004 1.551 -2.441
H -5.863 2.473 -5.760
H -6.713 1.629 -4.553
N 5.480 5.138 0.158
C 4.615 4.705 0.771
C 3.378 4.046 1.259
C 2.868 4.217 2.546
C 1.701 3.531 2.830
C 1.046 2.733 1.893
N 1.642 2.472 0.704
C 2.754 3.162 0.418
H 3.401 4.882 3.205
H 1.239 3.575 3.840
H 0.268 2.069 2.169
H 3.240 2.987 -0.497
C 0.924 -4.260 1.026
Sb 1.221 -3.384 -0.883
C 3.001 -4.476 -1.443
C -0.050 -4.600 -1.942
H 1.290 -5.286 0.948
H -0.140 -4.437 1.163
H 1.351 -3.747 1.899
H 2.971 -5.467 -1.069
H 3.876 -3.972 -1.104
H 3.021 -4.485 -2.550
H 0.529 -5.355 -2.418
H -0.608 -3.901 -2.564
H -0.865 -5.098 -1.422
*
```

The orbital gap comes out at 8.03 eV. Its HOMO energy is -13.0 eV. For the LUMO energy, the calculation gives -4.98 eV. The value obtained for the energy relative to the best compared isomer or geometry (same formula, charge and spin) is 83.0 kJ/mol.

=====

What did the second record say?
Computed, not measured: a single C20H23N3O3 molecule, with ωB97M-V/def2-TZVPD.

Geometry as ORCA input:
```
! RIJCOSX wB97M-V def2-TZVPD def2/J DEFGRID3
* xyz 0 1
C 2.853 1.287 -0.408
C 2.896 -0.105 -0.982
C 3.913 -0.473 -1.854
C 3.939 -1.761 -2.353
N 3.043 -2.693 -2.041
C 2.068 -2.365 -1.196
C 1.082 -3.444 -0.849
C 1.958 -1.079 -0.654
C 0.839 -0.797 0.304
O 0.757 -1.330 1.398
N -0.098 0.080 -0.139
C -1.247 0.424 0.672
C -2.239 -0.739 0.819
C -2.842 -1.169 -0.514
C -3.734 -0.096 -1.072
C -3.877 0.089 -2.445
C -4.704 1.079 -2.948
C -5.394 1.906 -2.071
C -5.245 1.736 -0.706
C -4.421 0.738 -0.195
C -4.302 0.606 1.302
N -3.306 -0.369 1.733
C -3.258 -0.608 3.084
O -4.072 -0.121 3.838
C -2.141 -1.531 3.572
O -2.192 -1.615 4.976
H 2.549 1.278 0.638
H 3.836 1.750 -0.476
H 2.151 1.923 -0.949
H 4.681 0.237 -2.135
H 4.723 -2.068 -3.038
H 1.190 -3.741 0.194
H 0.052 -3.101 -0.978
H 1.258 -4.301 -1.493
H -0.010 0.456 -1.067
H -0.910 0.725 1.667
H -1.740 1.283 0.214
H -1.699 -1.584 1.236
H -2.052 -1.418 -1.225
H -3.415 -2.086 -0.344
H -3.332 -0.556 -3.125
H -4.807 1.209 -4.017
H -6.042 2.685 -2.451
H -5.777 2.388 -0.022
H -4.079 1.589 1.735
H -5.261 0.312 1.730
H -2.274 -2.511 3.100
H -1.170 -1.147 3.242
H -2.017 -2.521 5.238
*
```

The SMILES is Cc1ccnc(C)c1C(=O)NC[C@@H]1Cc2ccccc2CN1C(=O)CO. The orbital gap comes out at 9.48 eV. Its HOMO energy is -9.1 eV. For the LUMO energy, the calculation gives 0.43 eV. The value obtained for the energy relative to the best compared isomer or geometry (same formula, charge and spin) is 72.1 kJ/mol.

=====

Please write out number 5 again, unchanged.
Computed, not measured: a molecular structure, C32H43LaN7O2SSb, with ωB97M-V/def2-TZVPD.

Geometry as ORCA input:
```
! RIJCOSX wB97M-V def2-TZVPD def2/J DEFGRID3
* xyz 2 1
La 0.825 0.081 -0.641
C -2.987 -1.276 5.305
C -2.760 -1.789 3.900
C -3.410 -0.826 2.945
C -3.257 -3.213 3.675
C -1.230 -1.777 3.701
C -0.439 -2.301 4.743
C 0.950 -2.240 4.762
C 1.530 -1.674 3.614
S 3.278 -1.421 3.320
C 2.851 -0.561 1.826
N 1.544 -0.583 1.583
C 0.804 -1.164 2.605
C -0.613 -1.178 2.614
C 3.885 -0.171 0.744
C 5.232 -0.074 1.057
C 6.140 0.274 0.009
C 5.742 0.593 -1.258
C 4.355 0.482 -1.539
C 3.418 0.149 -0.560
H -4.057 -1.358 5.402
H -2.799 -0.164 5.398
H -2.534 -1.856 6.058
H -4.502 -0.908 3.086
H -3.244 -1.059 1.894
H -3.177 0.185 3.181
H -4.243 -3.210 4.146
H -2.673 -3.979 4.162
H -3.527 -3.581 2.650
H -0.957 -2.747 5.595
H 1.456 -2.600 5.641
H -1.205 -0.673 1.917
H 5.528 -0.238 2.080
H 7.185 0.352 0.312
H 6.458 0.830 -2.022
H 3.954 0.753 -2.576
N 0.619 2.281 -2.239
C -0.693 2.420 -2.902
C -0.574 1.836 -4.297
C -1.841 1.403 -5.149
C -2.996 2.404 -5.444
N -3.665 2.826 -4.261
C -4.871 2.288 -3.908
N -5.160 2.023 -2.634
N -5.822 2.062 -4.828
C -1.653 1.705 -1.944
O -1.302 0.512 -1.583
O -2.687 2.302 -1.593
H 0.654 2.917 -1.451
H 1.231 2.508 -3.013
H -1.029 3.460 -2.811
H 0.014 0.929 -4.231
H -0.053 2.560 -4.939
H -2.229 0.535 -4.598
H -1.413 1.085 -6.116
H -3.648 1.963 -6.169
H -2.523 3.200 -5.934
H -3.103 3.040 -3.483
H -4.351 1.965 -1.987
H -6.004 1.551 -2.441
H -5.863 2.473 -5.760
H -6.713 1.629 -4.553
N 5.480 5.138 0.158
C 4.615 4.705 0.771
C 3.378 4.046 1.259
C 2.868 4.217 2.546
C 1.701 3.531 2.830
C 1.046 2.733 1.893
N 1.642 2.472 0.704
C 2.754 3.162 0.418
H 3.401 4.882 3.205
H 1.239 3.575 3.840
H 0.268 2.069 2.169
H 3.240 2.987 -0.497
C 0.924 -4.260 1.026
Sb 1.221 -3.384 -0.883
C 3.001 -4.476 -1.443
C -0.050 -4.600 -1.942
H 1.290 -5.286 0.948
H -0.140 -4.437 1.163
H 1.351 -3.747 1.899
H 2.971 -5.467 -1.069
H 3.876 -3.972 -1.104
H 3.021 -4.485 -2.550
H 0.529 -5.355 -2.418
H -0.608 -3.901 -2.564
H -0.865 -5.098 -1.422
*
```

The orbital gap comes out at 8.03 eV. Its HOMO energy is -13.0 eV. For the LUMO energy, the calculation gives -4.98 eV. The value obtained for the energy relative to the best compared isomer or geometry (same formula, charge and spin) is 83.0 kJ/mol.